# 1
C3H11N2 | ωB97M-V with the def2-TZVPD basis set

The geometry in ORCA input format:
```
! wB97M-V def2-TZVPD RIJCOSX def2/J DEFGRID3
* xyz 1 1
C 0.69 -2.15 -1.58
N 0.16 -1.57 -0.28
H 1.69 -1.88 -1.82
H 0.60 -3.25 -1.71
H 0.15 -1.70 -2.34
H -0.84 -2.07 -0.39
H 0.02 0.26 -0.29
H 0.78 -2.02 0.37
C -0.07 0.97 1.88
C -0.56 2.14 -0.34
N -0.31 1.15 0.46
H 0.93 0.83 2.02
H -0.58 0.06 2.31
H -0.77 1.76 2.32
H 0.08 2.33 -1.28
H -1.34 2.89 -0.20
*
```

HOMO level	-0.5346	Eh
ΔE to the lowest compared entry with this formula, charge and spin	3.725	eV
F_max	7.3	eV/Å
frontier orbital gap	9.37	eV

# 2
C5H6O2S | ωB97M-V with the def2-TZVPD basis set

The geometry in ORCA input format:
```
! wB97M-V def2-TZVPD RIJCOSX def2/J DEFGRID3
* xyz 0 1
C 2.09 0.00 -0.08
C 0.76 0.13 0.01
C -0.02 -1.03 0.27
O -1.41 -1.04 -0.17
C -2.11 0.07 0.03
S -3.75 0.02 -0.07
O -1.38 0.97 0.57
C -0.10 1.19 -0.19
H 2.50 -0.97 -0.16
H 2.86 0.89 -0.23
H 0.18 -1.37 1.45
H 0.41 -1.98 -0.15
H 0.32 2.24 0.06
H -0.35 0.86 -1.33
*
```

HOMO level	-0.3189	Eh
ΔE to the lowest compared entry with this formula, charge and spin	3.268	eV
SMILES	C=C1COC(=S)OC1
F_max	6.0	eV/Å
frontier orbital gap	9.14	eV

# 3
C5H7N | ωB97M-V with the def2-TZVPD basis set

The geometry in ORCA input format:
```
! wB97M-V def2-TZVPD RIJCOSX def2/J DEFGRID3
* xyz 0 1
C -0.84 -1.05 -0.74
C 0.39 -0.92 -1.10
C -0.38 0.36 -0.94
C 0.10 1.27 0.17
C 1.30 0.85 0.88
N 0.26 0.75 1.58
H -1.72 -1.66 -0.63
H 1.30 -1.38 -1.47
H -0.77 0.87 -1.83
H -0.15 2.33 0.13
H 2.35 0.62 0.95
H -1.11 -1.32 1.37
H -0.80 -0.76 1.74
*
```

HOMO level	-0.3433	Eh
ΔE to the lowest compared entry with this formula, charge and spin	6.169	eV
SMILES	C1=CC1[C@@H]1C=N1.[H][H]
F_max	1.0	eV/Å
frontier orbital gap	10.54	eV

# 4
C22H43FeN2P3S | ωB97M-V with the def2-TZVPD basis set

The geometry in ORCA input format:
```
! wB97M-V def2-TZVPD RIJCOSX def2/J DEFGRID3
* xyz 3 6
Fe 0.04 -0.19 -0.23
P -0.73 1.75 1.13
P -2.21 -0.77 -0.75
P 2.31 1.00 -0.34
H 0.24 -2.33 -7.63
C 1.30 -2.51 -7.49
C 1.66 -3.71 -7.03
H 0.89 -4.40 -6.71
C -1.14 3.24 0.15
C -2.21 1.56 2.20
C 0.52 2.33 2.35
C -2.37 -2.21 -1.88
C -3.48 -1.19 0.51
C -2.96 0.59 -1.71
C 3.43 0.29 -1.62
C 3.37 0.89 1.16
C 2.31 2.76 -0.89
H 1.96 -1.74 -7.88
H 2.69 -4.09 -7.05
H -1.45 4.06 0.80
H -1.97 3.01 -0.54
H -0.28 3.55 -0.44
H -2.35 2.45 2.83
H -2.10 0.69 2.86
H -3.12 1.42 1.59
H 0.07 3.01 3.09
H 1.34 2.85 1.85
H 0.92 1.46 2.88
H -3.42 -2.47 -2.04
H -1.84 -3.05 -1.42
H -1.88 -1.99 -2.84
H -4.47 -0.82 0.21
H -3.23 -0.79 1.49
H -3.54 -2.29 0.59
H -3.80 0.19 -2.30
H -2.21 1.01 -2.40
H -3.33 1.40 -1.07
H 4.35 0.88 -1.68
H 2.95 0.29 -2.60
H 3.69 -0.74 -1.36
H 4.34 1.38 1.02
H 3.55 -0.17 1.41
H 2.88 1.36 2.02
H 3.29 3.02 -1.31
H 2.07 3.46 -0.08
H 1.55 2.87 -1.67
C 0.60 -1.66 -3.70
C 0.52 -0.28 -4.01
C 0.04 0.07 -5.26
C -0.58 -0.88 -6.08
C -0.73 -2.22 -5.62
C 0.09 -2.64 -4.57
S 1.19 -2.20 -2.13
H 1.36 -0.95 -1.59
H 0.80 0.49 -3.26
H 0.12 1.09 -5.61
H -0.85 -0.61 -7.11
H -1.33 -2.97 -6.16
H 0.42 -3.68 -4.43
N 1.48 -3.75 4.79
C 1.17 -3.04 3.67
C 2.11 -2.86 2.64
C 1.75 -2.10 1.54
N 0.55 -1.48 1.42
C -0.36 -1.65 2.42
C -0.10 -2.43 3.55
H 2.39 -4.19 4.90
H 0.81 -3.87 5.53
H 3.10 -3.31 2.74
H 2.42 -1.95 0.68
H -1.31 -1.15 2.27
H -0.83 -2.56 4.36
*
```

HOMO level (spin up / spin down)	-0.5974 / -0.6047	Eh
F_max	2.2	eV/Å
frontier orbital gap (spin up / spin down)	7.76 / 4.14	eV

# 5
C3H3N5 | ωB97M-V with the def2-TZVPD basis set

The geometry in ORCA input format:
```
! wB97M-V def2-TZVPD RIJCOSX def2/J DEFGRID3
* xyz 0 1
H 0.25 -2.03 -1.77
N 1.21 -1.31 -1.65
C 0.59 -0.44 -0.93
C -0.93 -0.12 -1.06
N -1.50 0.33 -0.10
N -1.28 0.06 1.19
C -0.20 0.29 1.69
N 0.91 0.80 1.07
N 1.26 0.58 -0.11
H -1.49 0.08 -2.07
H 0.24 0.32 2.85
*
```

HOMO level	-0.3514	Eh
ΔE to the lowest compared entry with this formula, charge and spin	5.402	eV
SMILES	[H]/N=c1\cnncnn1
F_max	7.9	eV/Å
frontier orbital gap	8.51	eV

# 6
C5H15N2O | ωB97M-V with the def2-TZVPD basis set

The geometry in ORCA input format:
```
! wB97M-V def2-TZVPD RIJCOSX def2/J DEFGRID3
* xyz 1 1
C -0.51 0.81 0.82
C -0.53 0.63 -0.75
C 0.75 0.00 -1.20
C 1.64 0.74 -2.00
C 0.13 -2.17 -0.11
N 1.10 -1.12 -0.52
N 0.79 1.56 1.08
H -0.42 -0.16 1.23
H -1.21 1.49 1.22
H -1.34 -0.01 -0.97
H -0.76 1.69 -1.18
H 2.65 0.57 -2.27
H 1.32 1.64 -2.25
H -0.91 -1.85 -0.55
H 0.12 -2.52 0.90
H 0.10 -3.24 -0.64
H 2.07 -1.40 -0.80
H 1.04 2.13 0.35
H 0.73 2.10 1.92
H 1.47 0.90 1.22
H -3.38 0.08 1.53
H -3.01 -1.28 1.80
O -2.57 -0.41 1.75
*
```

HOMO level	-0.4315	Eh
ΔE to the lowest compared entry with this formula, charge and spin	3.222	eV
F_max	5.6	eV/Å
frontier orbital gap	8.63	eV